{
  "formula": "C42H53F10N7O7S",
  "method": "ωB97M-V with the def2-TZVPD basis set",
  "symbols": ["C", "C", "O", "O", "C", "O", "C", "C", "C", "C", "C", "C", "S", "O", "O", "C", "F", "F", "C", "F", "F", "C", "F", "F", "C", "F", "F", "F", "C", "C", "C", "F", "C", "O", "N", "C", "O", "H", "H", "H", "H", "H", "H", "H", "H", "H", "H", "H", "C", "C", "C", "C", "N", "H", "H", "H", "H", "H", "H", "H", "C", "C", "C", "C", "N", "H", "H", "H", "H", "H", "H", "H", "C", "C", "C", "C", "N", "H", "H", "H", "H", "H", "H", "H", "C", "C", "C", "C", "N", "H", "H", "H", "H", "H", "H", "H", "C", "C", "C", "C", "N", "H", "H", "H", "H", "H", "H", "H", "C", "C", "C", "C", "N", "H", "H", "H", "H", "H", "H", "H"],
  "positions_angstrom": [[4.35348, -3.64715, 1.12503], [3.82947, -2.61398, 2.29292], [3.14764, -3.18613, 3.32369], [4.07670, -1.15969, 2.33822], [5.43631, -0.83955, 1.79886], [6.52615, -1.45819, 2.26058], [5.46724, 0.35087, 0.63201], [3.99851, 0.20416, -0.15443], [3.99919, -0.76288, -1.48315], [2.60732, -0.97760, -2.32242], [1.24585, -0.19073, -1.85603], [1.27678, 0.81335, -0.53896], [-0.37769, 1.69590, -0.17044], [-1.02637, 1.90778, -1.59415], [-0.15768, 3.15005, 0.38357], [-1.55924, 0.66353, 0.85199], [-1.26329, 0.98885, 2.29762], [-1.18747, -0.75904, 0.67640], [-3.14881, 1.00145, 0.63548], [-3.76717, 0.96959, 2.01393], [-3.40181, 2.40953, 0.14893], [-3.98035, -0.10070, -0.25086], [-4.02363, -1.47177, 0.38236], [-5.41925, 0.36046, -0.23622], [-3.55403, -0.18491, -1.83234], [-4.54602, -1.12425, -2.47753], [-3.73936, 1.11915, -2.57263], [-2.21731, -0.80110, -2.07666], [2.64530, 1.00930, 0.34164], [2.70650, 1.97546, 1.66438], [3.14163, 3.48330, 1.17498], [1.51271, 1.92384, 2.53889], [2.92532, -1.99365, -3.57123], [2.14295, -2.47835, -4.53945], [4.43337, -2.23376, -3.38776], [5.17668, -1.64822, -2.20352], [6.44039, -1.80601, -1.77890], [3.59469, -4.54914, 0.96695], [5.37259, -4.13058, 1.47126], [4.44374, -3.08342, 0.08051], [5.47405, 1.41508, 1.15533], [6.38360, 0.26524, -0.09097], [0.27192, -0.36297, -2.48108], [3.61564, 1.57323, 2.32548], [4.15464, 3.77055, 1.73753], [2.37413, 4.32271, 1.45148], [3.43569, 3.46892, 0.02149], [4.51641, -3.26995, -3.18995], [-1.05496, -2.33697, 4.68305], [-2.34557, -2.97392, 4.18453], [-2.24589, -4.49092, 4.02696], [-1.29215, -4.88235, 2.97998], [-0.53428, -5.19084, 2.15802], [-0.23809, -2.47266, 3.96764], [-1.19739, -1.26088, 4.82466], [-0.74953, -2.76792, 5.64188], [-2.63027, -2.51226, 3.23167], [-3.14535, -2.74703, 4.90046], [-3.23642, -4.88430, 3.77021], [-1.96105, -4.94802, 4.98142], [11.50518, -0.23888, -1.40309], [10.77564, 0.00547, -0.08856], [9.32799, -0.48456, -0.10395], [8.49491, 0.26397, -1.05510], [7.83940, 0.85074, -1.81086], [11.04838, 0.32016, -2.22547], [12.54763, 0.08468, -1.31996], [11.49962, -1.30220, -1.66320], [10.81066, 1.07522, 0.14922], [11.31473, -0.51695, 0.71152], [8.90717, -0.37185, 0.90205], [9.29776, -1.55388, -0.34210], [-7.00156, -6.01065, 0.10736], [-7.37498, -4.60785, -0.35377], [-6.35814, -3.54640, 0.06507], [-6.29501, -3.37789, 1.52336], [-6.24084, -3.25006, 2.67483], [-6.98290, -6.08249, 1.19914], [-7.73521, -6.73487, -0.26085], [-6.01748, -6.30036, -0.27473], [-8.36866, -4.35399, 0.03392], [-7.45043, -4.60935, -1.44829], [-6.63904, -2.58998, -0.39119], [-5.36669, -3.80420, -0.32434], [-7.94423, 2.13314, -2.46679], [-8.67378, 2.37749, -1.15226], [-10.12143, 1.88746, -1.16765], [-10.95451, 2.63599, -2.11880], [-11.61002, 3.22276, -2.87456], [-8.40103, 2.69217, -3.28917], [-6.90178, 2.45669, -2.38366], [-7.94980, 1.06981, -2.72690], [-8.63875, 3.44724, -0.91448], [-8.13469, 1.85506, -0.35218], [-10.54224, 2.00017, -0.16165], [-10.15165, 0.81814, -1.40580], [10.71441, 0.61678, 3.70436], [9.98487, 0.86113, 5.01888], [8.53722, 0.37110, 5.00349], [7.70414, 1.11963, 4.05234], [7.04863, 1.70640, 3.29658], [10.25761, 1.17582, 2.88198], [11.75686, 0.94034, 3.78748], [10.70885, -0.44654, 3.44424], [10.01989, 1.93088, 5.25666], [10.52396, 0.33870, 5.81897], [8.11640, 0.48381, 6.00949], [8.50699, -0.69822, 4.76534], [-9.47382, 5.60100, -7.10459], [-9.01825, 6.37313, -5.87325], [-7.54194, 6.15850, -5.54083], [-7.25293, 4.77151, -5.15131], [-7.02421, 3.67502, -4.85036], [-9.39421, 4.52022, -6.95268], [-10.52151, 5.82936, -7.32484], [-8.87606, 5.87160, -7.98083], [-9.64382, 6.08958, -5.01862], [-9.18636, 7.44268, -6.05067], [-7.26646, 6.82425, -4.71457], [-6.92061, 6.44296, -6.39762]],
  "lowdin_charge": [-0.01, -0.24, -0.02, -0.02, -0.22, 0.00, -0.03, 0.01, 0.04, 0.01, 0.09, -0.11, 0.89, -0.37, -0.33, -0.24, 0.00, 0.02, -0.09, 0.03, 0.04, -0.07, 0.03, 0.02, -0.12, 0.02, 0.05, 0.03, 0.01, -0.25, -0.06, -0.08, -0.22, 0.01, 0.08, -0.23, -0.01, 0.12, 0.11, 0.07, 0.11, 0.08, 0.11, 0.14, 0.09, 0.10, 0.11, 0.15, -0.11, -0.27, -0.19, -0.23, 0.13, 0.07, 0.07, 0.08, 0.10, 0.11, 0.11, 0.12, -0.11, -0.27, -0.18, -0.24, 0.17, 0.08, 0.07, 0.08, 0.11, 0.10, 0.10, 0.13, -0.11, -0.27, -0.21, -0.23, 0.14, 0.07, 0.07, 0.08, 0.11, 0.11, 0.11, 0.12, -0.14, -0.27, -0.20, -0.23, 0.13, 0.03, 0.06, 0.08, 0.11, 0.10, 0.12, 0.12, -0.12, -0.26, -0.18, -0.21, 0.16, 0.07, 0.08, 0.08, 0.12, 0.11, 0.12, 0.12, -0.11, -0.27, -0.19, -0.19, 0.16, 0.07, 0.07, 0.08, 0.11, 0.11, 0.12, 0.12],
  "orbital_gap_ev": 7.3492,
  "e_above_lowest_kj_mol": 2157.0,
  "total_charge": 0,
  "spin_multiplicity": 1,
  "smiles": "CC(=O)OC(=O)Cc1c2c(cc(S(=O)(=O)C(F)(F)C(F)(F)C(F)(F)C(F)(F)F)c1[C@@H](C)F)C(=O)NC2=O.CCCC#N.CCCC#N.CCCC#N.CCCC#N.CCCC#N.CCCC#N",
  "homo_energy_ev": -9.94
}